This record from OMol25 describes C20H21N3O3S in the gas phase. The level of theory is the ωB97M-V functional and the def2-TZVPD basis.

XYZ file:
```
48
C20H21N3O3S, DFT the ωB97M-V functional and the def2-TZVPD basis
C 2.86631 4.04248 4.05018
O 2.33351 2.81123 3.63211
C 2.07142 1.84981 4.57449
C 2.36342 2.00213 5.92268
C 2.13481 0.97573 6.82450
C 1.60129 -0.21963 6.38521
C 1.28092 -0.37203 5.04962
C 1.49953 0.64264 4.12086
N 1.10883 0.40887 2.79892
C 0.73644 1.48590 1.91095
C -0.27312 0.93807 0.89760
N 0.29874 -0.18330 0.17797
C 0.52469 -0.07627 -1.14563
O 0.23890 0.91643 -1.78197
C 1.15270 -1.29944 -1.81744
S 1.06454 -1.09112 -3.61936
C -0.65283 -1.13307 -3.73832
N -1.46358 -1.47252 -2.78948
C -2.71415 -1.36375 -3.35633
C -3.98102 -1.58821 -2.83853
C -5.05251 -1.39404 -3.68863
C -4.87998 -0.99006 -5.01105
C -3.62325 -0.76060 -5.54459
C -2.55370 -0.95351 -4.69515
O -1.21643 -0.81380 -4.92296
C 0.71832 -1.24437 1.06158
C 1.72124 -0.68346 2.07915
H 2.19841 4.55680 4.74890
H 2.96521 4.63859 3.14396
H 3.85238 3.92163 4.51079
H 2.79688 2.92175 6.28264
H 2.38062 1.11863 7.86558
H 1.42045 -1.02663 7.07870
H 0.83636 -1.29464 4.70741
H 0.27080 2.28396 2.48639
H 1.60263 1.89659 1.37146
H -0.54265 1.70295 0.16914
H -1.17067 0.59459 1.42189
H 0.61233 -2.21148 -1.57126
H 2.21022 -1.39012 -1.57150
H -4.11166 -1.90016 -1.81537
H -6.05424 -1.55956 -3.32074
H -5.74874 -0.85187 -5.63650
H -3.48114 -0.44682 -6.56581
H 1.16975 -2.06532 0.50941
H -0.16275 -1.61636 1.59724
H 2.02179 -1.46497 2.77693
H 2.61839 -0.33795 1.53558
```

Output
SMILES string = COc1ccccc1N1CCN(C(=O)CSc2nc3ccccc3o2)CC1
HOMO energy = -7.86 eV
E_LUMO = 0.6 eV
HOMO-LUMO gap = 8.48 eV
Energy above the lowest of the compared OMol25 structures with the same formula, charge and spin = 62.5 kcal/mol
Electronic energy = -1562.89947 Eh

Mulliken atomic charge list, values in e, 6 entries:
1 C -1.01
2 O -0.33
3 C 0.96
4 C -0.54
5 C -0.75
6 C -0.84